Molecular formula: C4H13N2O3
Method: DFT, ωB97M-V/def2-TZVPD

DFT total energy: -13475.5845 eV
Kohn-Sham gap: 10.580 eV

```
! RIJCOSX wB97M-V def2-TZVPD def2/J DEFGRID3
* xyz 1 1
C -1.7539 1.3462 -0.2229
C -0.7943 0.5562 -1.0245
C -0.9861 0.0538 -2.2805
N -0.1741 -1.0434 -2.4163
C 0.5488 -1.1988 -1.3097
N 0.1450 -0.2710 -0.4566
H -1.1770 2.1233 0.3041
H -2.0922 0.7262 0.6082
H -2.5480 1.9644 -0.6269
H -1.7807 0.2311 -2.9748
H -0.1968 -1.6001 -3.2452
H 1.4395 -1.7865 -1.1885
H 0.4226 -0.1834 0.5348
H 1.2124 2.5356 0.9448
H 1.0019 2.9682 2.3748
O 0.7652 2.2679 1.7560
H -0.9724 -0.6015 3.3109
H 0.0077 -1.6482 3.1415
O -0.6471 -1.1804 2.6042
H 2.6118 -1.5265 1.4482
H 2.6240 -0.1219 1.2061
O 2.0430 -0.8761 1.0084
*
```



Molecular formula: C4H5HgO
Method: DFT, ωB97M-V/def2-TZVPD

DFT total energy: -10445.8256 eV
Kohn-Sham gap (spin up / spin down): 8.230 / 6.489 eV

```
! RIJCOSX wB97M-V def2-TZVPD def2/J DEFGRID3
* xyz 0 2
C 1.2981 -1.2235 -0.3817
C 0.9879 -0.4293 0.6562
C -0.1174 0.5600 0.7035
C -0.5521 1.1133 -0.5687
O -1.8012 1.1758 -0.8148
Hg -3.8254 0.1357 -1.0807
H 0.6326 -1.3270 -1.2431
H 2.2878 -1.6767 -0.4625
H 1.6805 -0.4120 1.5054
H 0.3544 1.8244 0.3194
H -0.9451 0.2594 1.3668
*
```



Molecular formula: C11H13N2O6STl
Method: DFT, ωB97M-V/def2-TZVPD

DFT total energy: -42414.5441 eV
Kohn-Sham gap: 6.919 eV

```
! RIJCOSX wB97M-V def2-TZVPD def2/J DEFGRID3
* xyz -2 1
Tl -1.2881 -0.1594 0.8510
N 3.0560 2.5717 -2.6593
C 3.8086 1.9824 -3.7735
C 3.3065 0.5907 -4.2526
O 3.8315 0.1772 -5.3117
O 2.4615 0.0327 -3.5178
H 2.1982 2.9555 -3.0428
H 2.7193 1.7635 -2.1353
H 4.8546 1.8542 -3.4754
H 3.8159 2.6637 -4.6271
C -3.2338 -5.7632 -0.4385
C -3.6623 -4.3921 0.0118
C -4.1054 -4.1831 1.3163
C -4.4503 -2.9192 1.7610
C -4.3515 -1.8322 0.8998
C -3.9307 -2.0263 -0.4074
C -3.5905 -3.3008 -0.8445
S -4.5887 -0.1715 1.5287
O -5.7596 -0.2556 2.3818
O -4.6678 0.6689 0.3512
N -3.2680 0.1746 2.3006
C -3.0675 -0.4895 3.5828
C -2.0534 -1.6566 3.5868
O -2.0882 -2.4247 4.5503
O -1.2210 -1.7101 2.6147
H -3.9405 -6.5281 -0.1107
H -2.2572 -6.0177 -0.0205
H -3.1531 -5.8145 -1.5246
H -4.1575 -5.0208 2.0032
H -4.7767 -2.7673 2.7812
H -3.8730 -1.1743 -1.0730
H -3.2502 -3.4426 -1.8644
H -4.0012 -0.8512 4.0176
H -2.6687 0.2422 4.2947
*
```



Molecular formula: C32H28N7O4SSr
Method: DFT, ωB97M-V/def2-TZVPD

DFT total energy: -63934.9136 eV
Kohn-Sham gap: 6.365 eV

```
! RIJCOSX wB97M-V def2-TZVPD def2/J DEFGRID3
* xyz -1 1
Sr -0.0346 1.4825 -0.0498
O 0.7634 1.9908 2.1513
C 0.9403 1.2435 3.1759
C 2.1319 1.3666 3.9495
C 2.3980 0.5641 5.0345
C 1.4859 -0.4180 5.4405
C 0.3061 -0.5409 4.7286
C 0.0053 0.2447 3.6110
C -1.2747 -0.0210 2.9421
N -1.5643 0.3493 1.7556
N -2.7781 -0.1015 1.2501
C -3.0945 0.5553 0.1492
O -2.5253 1.5827 -0.3268
C -4.2091 -0.0593 -0.6542
C -4.8983 -1.1924 -0.2273
C -5.8479 -1.7821 -1.0464
C -6.1149 -1.2544 -2.3054
C -5.4309 -0.1259 -2.7354
C -4.4852 0.4704 -1.9109
H 2.8345 2.1273 3.6279
H 3.3209 0.7086 5.5911
H 1.6799 -1.0427 6.3029
H -0.4286 -1.2798 5.0373
H -2.0164 -0.6043 3.4984
H -4.6590 -1.6006 0.7452
H -6.3797 -2.6635 -0.7071
H -6.8541 -1.7213 -2.9458
H -5.6306 0.2902 -3.7160
H -3.9297 1.3438 -2.2281
N -1.5139 -1.4068 -3.1341
C -1.3741 -1.9801 -1.8786
C -1.9467 -3.2559 -1.7247
C -1.7988 -3.9151 -0.5307
C -1.0930 -3.2966 0.4952
C -0.5940 -2.0374 0.2506
N -0.7106 -1.3714 -0.9046
C -1.4724 -0.0870 -3.5775
C -1.9800 0.1433 -4.8657
C -1.9967 1.4307 -5.3464
C -1.5193 2.4565 -4.5407
C -1.0296 2.1178 -3.2969
N -0.9882 0.8729 -2.8106
H -2.0135 -2.0037 -3.7705
H -2.5126 -3.6943 -2.5372
H -2.2405 -4.8942 -0.3919
H -0.9611 -3.7595 1.4626
H -0.0857 -1.5047 1.0379
H -2.3599 -0.6809 -5.4569
H -2.3843 1.6344 -6.3372
H -1.5085 3.4864 -4.8660
H -0.6488 2.8903 -2.6444
C 3.8382 3.9932 -2.2008
O 2.8062 3.5222 -1.3359
C 1.7866 2.7457 -1.9323
O 1.9078 2.5689 -3.1359
H 4.5308 4.5449 -1.5663
H 3.4350 4.6463 -2.9769
H 4.3515 3.1663 -2.6960
N 5.8165 -0.8395 4.0574
C 6.0361 -0.6036 2.7540
S 7.5435 -0.4737 2.1039
C 4.7773 -0.4715 1.9630
C 3.6624 -1.2252 2.2968
C 2.4754 -0.9850 1.6309
N 2.3405 -0.0574 0.6858
C 3.4306 0.6275 0.3285
C 4.6665 0.4478 0.9321
H 6.6162 -0.8807 4.6666
H 4.8979 -0.7030 4.4526
H 3.7001 -1.9794 3.0712
H 1.5911 -1.5321 1.9233
H 3.2926 1.3872 -0.4310
H 5.5190 1.0443 0.6390
*
```



Molecular formula: C23H47AlBF8N4O9
Method: DFT, ωB97M-V/def2-TZVPD

DFT total energy: -78014.1933 eV
Kohn-Sham gap: 7.451 eV

```
! RIJCOSX wB97M-V def2-TZVPD def2/J DEFGRID3
* xyz -1 1
C 1.5797 -5.4069 0.3031
O 0.5476 -4.4506 0.5261
B 0.3067 -3.5055 -0.4566
O 1.4523 -3.0787 -1.1450
Al -1.6857 -2.7672 -0.7617
C -1.8864 -1.6005 -2.4020
C -3.0825 -1.9153 -3.3197
O -4.1820 -1.0303 -3.0686
C -4.8959 -1.2750 -1.8911
C -6.1578 -2.0806 -2.1787
F -5.8466 -3.3675 -2.5259
F -6.8392 -1.5541 -3.2361
C -7.1602 -2.1479 -0.9738
F -6.9116 -1.1137 -0.1290
F -8.4409 -2.0075 -1.3951
C -7.0886 -3.4451 -0.1246
F -7.7027 -3.1666 1.0629
F -5.8096 -3.7212 0.1408
C -7.8395 -4.6925 -0.6868
F -7.0578 -5.7884 -0.5414
F -8.1517 -4.5598 -1.9989
C -2.3699 -1.7682 0.8969
C -2.3425 -0.2936 0.8071
C -0.9987 0.3862 0.6809
N -3.3755 0.4872 0.8239
O -2.8725 -4.1772 -0.9894
N -2.6444 -5.2334 -0.2146
O -3.0080 -6.2599 -0.6989
H 2.5647 -4.9980 0.5523
H 1.3774 -6.2571 0.9566
H 1.5892 -5.7452 -0.7366
H 1.1570 -2.6985 -1.9796
H -1.9085 -0.5299 -2.1622
H -0.9751 -1.7466 -3.0045
H -2.8347 -1.7574 -4.3750
H -3.3925 -2.9614 -3.2242
H -4.3119 -1.8203 -1.1400
H -5.1762 -0.3177 -1.4460
H -8.7503 -4.8491 -0.1016
H -1.7866 -2.1143 1.7585
H -3.4054 -2.1031 1.0483
H -1.0008 1.2665 1.3165
H -0.8102 0.7342 -0.3385
H -0.1633 -0.2561 0.9730
H -4.2208 -0.0759 0.9304
C 5.8668 2.8460 -3.4439
O 4.9560 2.0878 -4.2076
C 5.1989 0.6865 -4.2176
C 4.1708 -0.0765 -3.4124
N 4.3112 0.1734 -1.9876
C 3.2292 -0.3612 -1.1580
C 1.8088 0.1356 -1.3930
O 1.5936 1.4880 -1.0156
C 1.9792 2.4495 -1.9728
H 5.7080 3.8929 -3.6987
H 5.7131 2.7268 -2.3656
H 6.9026 2.5800 -3.6793
H 6.2088 0.4727 -3.8528
H 5.1381 0.3587 -5.2592
H 4.3154 -1.1463 -3.5958
H 3.1791 0.1933 -3.8018
H 4.3851 1.1694 -1.8309
H 3.4814 -0.1388 -0.1183
H 3.2288 -1.4500 -1.2528
H 1.1562 -0.4601 -0.7568
H 1.4660 -0.0272 -2.4235
H 1.8132 2.0946 -2.9940
H 3.0273 2.7498 -1.8657
H 1.3640 3.3362 -1.8108
C 4.3243 2.9619 5.9619
O 3.3671 3.9974 6.0170
C 3.6411 5.1175 5.1878
C 2.7060 5.1872 4.0004
N 2.9711 4.1231 3.0464
C 1.9836 3.9843 1.9783
C 0.5376 3.6798 2.3487
O 0.3307 2.3845 2.8644
C 0.6028 2.2036 4.2359
H 4.1163 2.2870 6.7904
H 4.2706 2.3891 5.0299
H 5.3406 3.3536 6.0730
H 4.6842 5.1023 4.8555
H 3.4932 6.0127 5.7989
H 2.8547 6.1503 3.5005
H 1.6781 5.1717 4.3890
H 3.0424 3.2430 3.5396
H 2.3213 3.1781 1.3224
H 1.9963 4.9046 1.3832
H -0.0378 3.7151 1.4199
H 0.1002 4.4314 3.0198
H 0.3601 3.0971 4.8197
H 1.6470 1.9275 4.4189
H -0.0214 1.3797 4.5818
*
```



Molecular formula: C18H32N5OPPb
Method: DFT, ωB97M-V/def2-TZVPD

DFT total energy: -43176.1923 eV
Kohn-Sham gap (spin up / spin down): 4.091 / 3.939 eV

```
! RIJCOSX wB97M-V def2-TZVPD def2/J DEFGRID3
* xyz 4 1
Pb -0.0384 0.8689 0.2093
C -2.6327 -2.3921 2.3868
C -1.5707 -1.5236 1.7846
N -1.3716 -0.2579 1.9628
C -2.2312 0.5714 2.7825
C -2.4412 1.9931 2.2437
N -1.2539 2.7284 1.8299
C -0.3628 3.2738 2.8465
C 0.8062 2.3187 3.2596
N 1.4263 1.5278 2.1395
C 2.6380 2.1335 1.5312
C 3.3403 1.1197 0.5578
N 2.3532 0.1686 0.0909
C 2.6593 -1.0434 -0.2448
C 3.9366 -1.5924 -0.7862
C 1.5345 -1.9532 -0.0696
C 1.5718 -3.3111 -0.3771
C 0.4280 -4.1146 -0.1311
C -0.6297 -3.5600 0.6118
C -0.5674 -2.1846 0.9244
N 0.4666 -1.4492 0.5494
H -3.3799 -1.7935 2.9236
H -2.2022 -3.1861 2.9900
H -3.1491 -2.9226 1.5623
H -1.7769 0.7141 3.7988
H -3.2080 0.1147 2.9189
H -3.0668 2.5650 2.9972
H -3.1480 1.9084 1.3931
H -1.5403 3.4573 1.1379
H -0.8612 3.5541 3.7756
H 0.0821 4.2076 2.4568
H 0.5092 1.5906 4.0693
H 1.6033 2.9908 3.6698
H 1.7504 0.6334 2.4914
H 3.3592 2.4563 2.3155
H 2.3765 3.0621 1.0006
H 4.1448 0.5709 1.1438
H 3.8614 1.6974 -0.2366
H 4.7895 -0.8588 -0.6906
H 3.8801 -1.8919 -1.8719
H 4.2263 -2.4756 -0.2030
H 2.4759 -3.7729 -0.7844
H 0.4300 -5.1451 -0.4665
H -1.5019 -4.1541 0.7780
C -1.8485 1.7974 -4.1321
P -1.2191 0.1179 -3.7863
C -2.3391 -0.9971 -4.6485
C 0.3422 0.0065 -4.7217
O -1.0492 -0.1549 -2.3240
H -1.9801 1.8851 -5.2085
H -1.1279 2.5166 -3.7206
H -2.8112 1.9318 -3.6469
H -2.2125 -0.9650 -5.7230
H -3.3531 -0.6653 -4.4163
H -2.1575 -2.0307 -4.3097
H 0.2032 0.2289 -5.7888
H 0.7572 -1.0164 -4.5449
H 1.0803 0.7012 -4.3001
*
```